1.
Molecular formula: C6H7LiNaO6
Method: DFT, wB97M-V/def2-TZVPD

Values from the calculation:
- Total energy: -853.8726 Eh
- Total charge: +1
- Orbital gap: 8.5 eV
- HOMO level: -12.495 eV
- ΔE to the lowest compared entry with this formula, charge and spin: 2.529 eV
- LUMO level: -0.1454 Ha

Cartesian coordinates (Å):
C (-1.22483, 0.19197, -0.11299)
H (-1.32748, -2.31581, -1.39368)
Li (5.55785, 1.10044, 1.46518)
C (1.29145, 0.52762, 0.28611)
Na (-3.11585, 1.68262, -1.54136)
H (0.58313, 1.04585, 1.21309)
O (3.65841, 0.40311, 1.44750)
C (-2.15704, -1.69523, -1.02526)
C (0.03232, 0.97304, -0.32373)
O (-1.31769, -0.74011, 0.89352)
C (-2.27051, -1.73082, 0.49061)
H (1.53174, -0.53704, 0.38874)
H (0.19159, 1.38732, -1.32613)
H (-1.98202, -2.68994, 0.93036)
O (-1.84776, -0.31792, -1.26867)
C (3.53684, 1.23255, 0.52783)
O (2.33200, 1.28245, -0.17840)
H (-3.09607, -1.91663, -1.54161)
O (-1.49925, 1.51226, 0.08400)
H (-3.27499, -1.44277, 0.83388)
O (4.39816, 2.04702, 0.15101)

2.
Molecular formula: C6H7N
Method: DFT, wB97M-V/def2-TZVPD

Values from the calculation:
- Total energy: -287.3835 Eh
- Orbital gap: 7.8 eV
- HOMO level: -7.648 eV
- ΔE to the lowest compared entry with this formula, charge and spin: 5.545 eV
- LUMO level: 0.0038 Ha

Cartesian coordinates (Å):
C (-0.62439, 0.74363, -1.27589)
C (0.77774, 0.23573, -1.06866)
H (1.49438, 1.07098, -1.10865)
H (0.17637, 0.48723, 1.45279)
H (-0.93068, 1.27548, -2.17217)
H (-0.68026, 0.76782, 1.90371)
H (-1.14028, -0.98638, 1.45240)
C (0.67104, -0.44912, 0.27886)
H (1.07382, -0.46116, -1.86452)
N (2.22538, -2.28473, 1.18518)
C (1.51837, -1.45912, 0.76329)
C (-1.42527, 0.50436, -0.23495)
H (-2.46420, 0.79136, -0.12656)
C (-0.67202, -0.23609, 0.81517)

3.
Molecular formula: C6H7N
Method: DFT, wB97M-V/def2-TZVPD

Values from the calculation:
- Total energy: -287.5241 Eh
- Orbital gap: 10.0 eV
- HOMO level: -9.325 eV
- ΔE to the lowest compared entry with this formula, charge and spin: 1.718 eV
- LUMO level: 0.0257 Ha

Cartesian coordinates (Å):
H (1.23000, 1.34420, -0.04910)
H (-0.13706, -0.66232, -1.87171)
C (-0.28087, 0.16592, -1.17326)
N (2.93313, -1.15048, -0.85095)
C (0.87435, 0.31177, -0.12671)
H (0.14442, -1.16502, 1.24380)
H (-0.37409, 1.08436, -1.76964)
H (-2.02309, 0.46854, 1.72864)
C (-1.50850, 0.02848, -0.30752)
H (0.61031, 0.29253, 2.11813)
C (-1.26368, 0.33647, 0.96235)
C (0.17484, -0.06614, 1.19641)
H (-2.41186, -0.47599, -0.60087)
C (2.03212, -0.51232, -0.49958)

4.
Molecular formula: C6H7N
Method: DFT, wB97M-V/def2-TZVPD

Values from the calculation:
- Total energy: -287.4305 Eh
- Orbital gap: 9.9 eV
- HOMO level: -9.770 eV
- ΔE to the lowest compared entry with this formula, charge and spin: 4.266 eV
- LUMO level: 0.0038 Ha

Cartesian coordinates (Å):
N (-0.69107, 1.07311, 3.31837)
C (-0.80808, 0.69491, -1.32413)
H (-0.83430, -1.97393, -0.74628)
C (-0.10530, 0.87309, 2.36030)
C (0.49060, 0.66671, 1.11420)
C (0.06771, 0.05108, -0.24587)
H (2.39943, 0.64722, 0.00093)
H (-0.48407, 1.69238, -1.18245)
C (1.42491, 0.51081, 0.13974)
H (-0.61291, 0.18076, -2.18177)
H (0.18019, -1.78725, 0.75456)
H (-1.71728, 0.64049, -0.89279)
H (0.72175, -1.80591, -0.86004)
C (-0.03161, -1.46347, -0.25477)

5.
Molecular formula: C6H7N
Method: DFT, wB97M-V/def2-TZVPD

Values from the calculation:
- Total energy: -287.4966 Eh
- Orbital gap: 9.9 eV
- HOMO level: -9.072 eV
- ΔE to the lowest compared entry with this formula, charge and spin: 2.466 eV
- LUMO level: 0.0322 Ha

Cartesian coordinates (Å):
H (-1.70285, 1.83846, -0.63091)
C (-1.27571, -0.26634, 0.10960)
C (-0.23394, -0.79671, 0.77771)
H (0.59350, 2.48807, 0.48909)
H (1.76004, 0.05675, 0.66713)
C (-1.03300, 1.17149, -0.09781)
C (0.14529, 1.50119, 0.45725)
H (-0.13377, -0.88768, -1.65492)
H (0.89128, 0.39711, 2.16264)
C (0.76451, 0.28128, 1.07695)
H (-2.14761, -0.80714, -0.24717)
C (1.75642, -1.81598, -2.10839)
N (0.69598, -1.31942, -2.02764)
H (-0.08013, -1.84110, 1.02647)

6.
Molecular formula: C6H7N
Method: DFT, wB97M-V/def2-TZVPD

Values from the calculation:
- Total energy: -287.5558 Eh
- Orbital gap: 10.6 eV
- HOMO level: -9.757 eV
- ΔE to the lowest compared entry with this formula, charge and spin: 0.855 eV
- LUMO level: 0.0323 Ha

Cartesian coordinates (Å):
H (1.76491, -1.92805, -0.41327)
H (1.87568, 0.31396, 1.03305)
C (-0.33485, -1.51997, -0.23499)
C (-0.18931, 0.79169, 0.42847)
H (-0.75049, -2.49332, -0.48008)
C (0.96150, -1.22953, -0.19776)
N (-0.64185, 2.97400, -0.95644)
H (-1.87865, -0.53314, 0.93072)
C (1.23161, 0.21085, 0.15110)
C (-0.44548, 2.01523, -0.33826)
H (-1.84489, -0.05606, -0.76322)
H (-0.27277, 1.05457, 1.48723)
C (-1.20967, -0.33624, 0.08545)
H (1.72611, 0.73672, -0.67418)

7.
Molecular formula: C6H7N
Method: DFT, wB97M-V/def2-TZVPD

Values from the calculation:
- Total energy: -287.3109 Eh
- Orbital gap: 4.8 eV
- HOMO level: -7.522 eV
- ΔE to the lowest compared entry with this formula, charge and spin: 7.519 eV
- LUMO level: -0.1013 Ha

Cartesian coordinates (Å):
C (0.29741, -0.35600, -0.12918)
C (-0.73868, 0.03909, 0.68761)
H (-2.22541, 1.63341, 1.15616)
H (0.51925, -1.46934, -0.15931)
N (0.90743, -2.74336, 0.47447)
C (0.89653, 0.52971, -1.00642)
H (1.90013, -2.57498, 0.35096)
C (-1.36222, 1.37220, 0.53824)
C (0.27803, 1.77289, -1.17255)
H (1.77727, 0.34998, -1.56623)
H (-1.31868, -0.54630, 1.39744)
C (-0.66118, 2.26130, -0.27482)
H (-0.97066, 3.29427, -0.21549)
H (0.70077, -3.56287, -0.08088)

8.
Molecular formula: C6H7N
Method: DFT, wB97M-V/def2-TZVPD

Values from the calculation:
- Total energy: -287.3758 Eh
- Orbital gap: 10.3 eV
- HOMO level: -9.785 eV
- ΔE to the lowest compared entry with this formula, charge and spin: 5.754 eV
- LUMO level: 0.0184 Ha

Cartesian coordinates (Å):
N (1.72700, -1.64797, -0.73894)
H (1.27517, -1.56665, -1.61335)
H (0.31187, 1.40581, -1.66835)
H (-3.50772, -1.36128, 0.31599)
H (0.23521, -0.87204, 2.00637)
C (1.13921, -0.77738, -0.03987)
C (-2.58309, -1.07264, 0.12606)
H (-0.72103, 2.12077, -0.37426)
H (1.57936, 0.49527, 1.70491)
C (0.17541, 1.59656, -0.67364)
C (0.89209, -0.25534, 1.29023)
C (-1.59438, -0.44968, -0.00893)
H (0.97010, 2.17296, -0.37481)
C (0.10081, 0.21161, 0.04860)